1.
7 unconnected molecules or ions with the total composition C24H51F2NO20P in a non-equilibrium geometry. Source: OMol25; level of theory: the ωB97M-V functional and the def2-TZVPD basis.

Element x y z (Å)
C  0.4846  -0.9967  -0.9296
N  -0.5429  -0.5600  -1.8969
C  -0.3627  0.8307  -2.3475
C  -1.4697  1.7754  -1.8449
C  -0.8784  3.1994  -1.9178
C  -1.8794  4.3004  -1.7563
F  -0.2634  3.3677  -3.1827
O  -2.6016  1.7035  -2.6289
P  -4.0764  1.2169  -1.8106
O  -3.2603  1.4729  -0.2455
C  -1.8976  1.4426  -0.4029
F  -1.3480  2.3846  0.4834
H  1.2858  -1.5759  -1.3909
H  0.9374  -0.1483  -0.4249
H  -0.0022  -1.6127  -0.1758
H  -0.3880  -1.1353  -2.7131
H  -0.4072  0.8496  -3.4300
H  0.6072  1.2466  -2.0660
H  -0.0771  3.2755  -1.1855
H  -2.1335  4.4752  -0.7183
H  -1.4187  5.2189  -2.1200
H  -2.7825  4.1300  -2.3308
H  -4.7633  1.1158  -3.0803
H  -3.6432  -0.1632  -1.8442
H  -5.2678  0.7401  -1.1328
H  -4.5346  2.6002  -1.7680
H  -1.6263  0.4355  -0.0922
C  -0.5166  2.0938  3.6657
O  0.4591  1.2974  4.3578
C  0.1118  0.0222  4.4924
O  -0.9015  -0.4835  4.0863
O  1.0833  -0.6166  5.1559
C  0.8209  -2.0063  5.3587
H  -0.1209  3.1039  3.6134
H  -0.6754  1.7230  2.6564
H  -1.4560  2.1088  4.2150
H  0.7269  -2.5234  4.4054
H  -0.0829  -2.1477  5.9491
H  1.6727  -2.4069  5.9024
C  1.8044  4.8196  -4.6809
O  2.0316  5.9444  -5.5473
C  2.0104  5.6579  -6.8430
O  1.8338  4.5737  -7.3346
O  2.2259  6.7928  -7.5238
C  2.2273  6.6277  -8.9397
H  1.8476  5.1926  -3.6628
H  0.8259  4.3888  -4.8558
H  2.5809  4.0694  -4.8221
H  1.2633  6.2590  -9.2861
H  3.0204  5.9484  -9.2483
H  2.4101  7.6102  -9.3670
C  -4.5227  -2.9562  8.2427
O  -4.9998  -2.1976  7.1349
C  -4.3211  -2.4048  5.9972
O  -3.3871  -3.1553  5.8713
O  -4.8597  -1.6455  5.0531
C  -4.2332  -1.7545  3.7647
H  -5.1518  -2.6976  9.0904
H  -4.6072  -4.0237  8.0450
H  -3.4896  -2.6985  8.4707
H  -4.3102  -2.7721  3.3863
H  -3.1926  -1.4455  3.8161
H  -4.7668  -1.0872  3.0947
C  -2.9423  9.2654  2.6015
O  -3.5077  8.2416  1.7882
C  -3.2168  6.9972  2.1942
O  -2.5439  6.7196  3.1553
O  -3.7948  6.1452  1.3612
C  -3.5699  4.7596  1.6689
H  -3.2510  10.2129  2.1676
H  -3.3162  9.1989  3.6221
H  -1.8551  9.2059  2.5969
H  -3.9743  4.5209  2.6513
H  -2.5098  4.5209  1.6265
H  -4.0892  4.1695  0.9186
C  3.4863  -3.9505  0.9502
O  2.4673  -4.2636  -0.0008
C  2.3201  -5.5632  -0.2553
O  2.9632  -6.4599  0.2291
O  1.3419  -5.7003  -1.1479
C  1.0726  -7.0525  -1.5246
H  3.4869  -2.8696  1.0558
H  3.2654  -4.4053  1.9141
H  4.4625  -4.2752  0.5950
H  0.7579  -7.6359  -0.6614
H  1.9487  -7.5055  -1.9863
H  0.2633  -7.0161  -2.2478
C  7.8303  -9.9115  -2.5773
O  6.6706  -9.1019  -2.7670
C  6.6391  -8.0047  -2.0037
O  7.4838  -7.6761  -1.2113
O  5.5168  -7.3444  -2.2752
C  5.3445  -6.1389  -1.5231
H  7.7300  -10.7592  -3.2495
H  8.7326  -9.3574  -2.8297
H  7.8855  -10.2709  -1.5513
H  6.1486  -5.4355  -1.7398
H  5.2982  -6.3527  -0.4614
H  4.4037  -5.7068  -1.8437

Atoms 1-6, force components in eV/Å:
-0.65 -0.03 0.04
1.15 0.11 -0.31
-0.47 -0.32 0.12
0.24 0.45 -0.22
-0.27 -0.21 0.29
0.17 0.67 -0.17

Properties
Electronic energy in eV: -82879.1124
2S+1: 1
Charge: -1
Kohn-Sham gap in eV: 6.262

=====

2.
A molecular structure, H24HeO12 in a non-equilibrium geometry. Source: OMol25; level of theory: the ωB97M-V functional and the def2-TZVPD basis.

Element x y z (Å)
He  0.0227  -0.2555  0.4068
O  2.5032  -1.4500  -1.5652
H  1.5592  -1.2939  -1.5365
H  2.6494  -1.8826  -2.4064
O  0.4029  2.5457  -2.3708
H  1.1658  2.3412  -1.8300
H  -0.2208  1.8449  -2.1808
O  -1.2790  0.3713  -2.5310
H  -0.6292  -0.0171  -3.1168
H  -1.9069  0.7949  -3.1163
O  -2.0232  -3.0561  -0.0148
H  -1.3474  -3.1257  -0.6891
H  -2.2119  -2.1193  0.0401
O  1.1673  1.7080  3.3945
H  1.2152  1.8651  4.3375
H  0.4391  1.0957  3.2898
O  3.1650  0.4055  1.6881
H  2.7928  -0.4671  1.5604
H  2.6715  0.7718  2.4219
O  -1.0717  3.3436  0.0766
H  -0.6358  2.9350  -0.6713
H  -1.9397  2.9407  0.0980
O  2.5074  2.1109  -0.4619
H  2.7186  1.3337  0.0554
H  2.6447  2.8435  0.1387
O  -0.5260  -2.6081  2.2325
H  -0.9640  -2.7287  1.3900
H  -0.6888  -1.6923  2.4586
O  -0.1983  -2.6897  -2.1453
H  0.3509  -3.4119  -1.8402
H  -0.0694  -2.6743  -3.0937
O  -2.5325  -0.3349  -0.1917
H  -2.0223  0.0623  -0.8974
H  -3.2115  0.3102  0.0061
O  -1.1268  0.1069  2.4640
H  -1.5078  0.2665  1.6005
H  -1.8624  -0.1902  2.9996

Atoms 1-6, force components in eV/Å:
0.24 -0.02 -0.20
0.24 0.07 0.20
-0.34 -0.02 0.07
0.16 -0.05 -0.19
-0.45 0.46 -0.30
0.86 -0.05 0.54

Properties
Electronic energy in eV: -25039.1262
2S+1: 1
Energy above the lowest of the compared OMol25 structures with the same formula, charge and spin in kJ/mol: 100.06
Kohn-Sham gap in eV: 9.775

=====

3.
A gas-phase ion, C6H13N2S (charge +1) in a non-equilibrium geometry. Source: OMol25; level of theory: the ωB97M-V functional and the def2-TZVPD basis.

Element x y z (Å)
C  -1.6925  -0.0686  0.2580
C  -1.3684  1.3563  -0.1806
C  1.1483  0.4010  -0.0153
C  -3.1471  -0.1361  0.5339
C  1.4340  0.6984  1.3821
C  1.5597  -1.6621  -1.3437
N  -0.8799  -0.9854  0.4267
N  2.0921  -0.4095  -0.7210
S  0.2011  1.4583  -1.0049
H  -1.9683  1.7534  -1.0117
H  -1.3440  2.1025  0.4900
H  -3.3945  -1.1890  0.9547
H  -3.7093  0.2063  -0.3369
H  -3.3436  0.6020  1.4194
H  1.8209  -0.3210  1.7200
H  0.6317  1.2876  1.7946
H  2.4433  1.3427  1.7089
H  2.3232  -2.4420  -1.4038
H  0.8361  -1.9464  -0.5632
H  1.0129  -1.4987  -2.2822
H  2.4134  0.0569  -1.6351
H  2.9309  -0.6067  -0.1898

Atoms 1-6, force components in eV/Å:
0.50 0.45 0.09
1.03 -1.22 -3.72
-2.87 0.60 0.18
-1.21 -0.93 2.89
4.29 -0.30 0.96
-1.53 -1.63 1.54

Properties
Electronic energy in eV: -20237.0371
2S+1: 1
Charge: +1
Energy above the lowest of the compared OMol25 structures with the same formula, charge and spin in kJ/mol: 525.18
Kohn-Sham gap in eV: 7.177

=====

4.
A molecular structure, C25H47BN2O3P2SSbSe4Tc. Source: OMol25; level of theory: the ωB97M-V functional and the def2-TZVPD basis.

Element x y z (Å)
Tc  -0.1644  0.8006  -0.8210
C  -2.0184  -3.8560  -0.1138
C  -1.9631  -2.3318  0.0636
C  -1.2160  -2.0791  1.3783
C  -3.3836  -1.7663  0.1944
P  -1.0834  -1.4657  -1.3637
C  0.3859  -2.5272  -1.6792
N  1.2686  -2.0627  -0.6372
B  1.0457  -0.7954  0.0047
N  1.7633  -0.8623  1.2303
C  1.5139  0.0743  2.2858
P  0.8185  1.5202  1.3824
C  -0.4835  2.2233  2.5583
C  -1.7053  1.2978  2.5273
C  -0.8875  3.6546  2.1915
C  0.0018  2.2246  4.0207
C  2.3191  2.6631  1.2432
C  2.1178  3.7814  0.2199
C  2.6384  3.3033  2.6034
C  3.5586  1.8448  0.8501
C  2.3367  -2.1314  1.3655
C  3.0608  -2.6887  2.4043
C  3.4834  -4.0052  2.2605
C  3.1887  -4.7378  1.1145
C  2.4604  -4.1808  0.0690
C  2.0410  -2.8702  0.2104
C  -2.0898  -1.4904  -2.9479
C  -3.3532  -0.6188  -2.9232
C  -1.1698  -0.9710  -4.0642
C  -2.5005  -2.9285  -3.2924
H  -2.5914  -4.2581  0.7254
H  -1.0264  -4.3073  -0.0572
H  -2.5060  -4.1865  -1.0257
H  -1.8436  -2.4458  2.1942
H  -1.0393  -1.0209  1.5502
H  -0.2660  -2.6133  1.4280
H  -3.7971  -2.1080  1.1453
H  -4.0434  -2.1291  -0.5912
H  -3.4058  -0.6732  0.1934
H  0.7765  -2.3958  -2.6855
H  0.1344  -3.5807  -1.5615
H  2.4129  0.3615  2.8332
H  0.7943  -0.3131  3.0119
H  -2.1367  1.1747  1.5368
H  -2.4722  1.7430  3.1651
H  -1.4764  0.3197  2.9495
H  -1.1991  3.7579  1.1570
H  -0.0801  4.3621  2.3804
H  -1.7232  3.9399  2.8335
H  0.2587  1.2294  4.3842
H  -0.8382  2.5731  4.6263
H  0.8306  2.8949  4.2135
H  1.2692  4.4206  0.4569
H  1.9820  3.4023  -0.7913
H  3.0181  4.4007  0.2274
H  1.9129  4.0667  2.8782
H  3.6074  3.7979  2.5118
H  2.7226  2.5826  3.4160
H  3.4771  1.3519  -0.1154
H  3.8321  1.0895  1.5865
H  4.3964  2.5411  0.7764
H  3.2848  -2.1263  3.3025
H  4.0487  -4.4718  3.0558
H  3.5313  -5.7606  1.0370
H  2.2349  -4.7573  -0.8202
H  -3.1196  0.4354  -2.8441
H  -4.0476  -0.8873  -2.1346
H  -3.8666  -0.7773  -3.8750
H  -0.7419  0.0074  -3.8351
H  -1.7718  -0.8538  -4.9683
H  -0.3703  -1.6735  -4.3014
H  -3.3093  -3.2857  -2.6582
H  -1.6722  -3.6391  -3.2504
H  -2.8729  -2.9251  -4.3193
Se  3.5647  2.6317  -4.3560
Sb  4.0660  0.2781  -5.1543
Se  1.8024  0.8788  -2.0011
Se  1.3639  2.3978  -3.6870
Se  2.5120  -0.9846  -3.9372
C  -2.7302  4.0871  -1.7783
S  -1.7739  2.6572  -1.4976
O  -1.4259  1.9643  -2.7440
O  -2.4498  1.7352  -0.5729
O  -0.4672  3.0050  -0.8488
H  -3.6698  3.7610  -2.2237
H  -2.1806  4.7355  -2.4581
H  -2.9036  4.5715  -0.8187

Atoms 1-6, force components in eV/Å:
0.00 0.32 -0.35
-0.02 -0.03 0.03
0.00 -0.01 -0.02
0.01 0.02 0.01
0.00 0.01 0.02
-0.02 0.01 0.12

Properties
Electronic energy in eV: -336011.2379
2S+1: 1
Charge: +2
Energy above the lowest of the compared OMol25 structures with the same formula, charge and spin in kJ/mol: 0.00
Kohn-Sham gap in eV: 4.921

=====

5.
A molecular structure, C10H16N2PTb in a non-equilibrium geometry. Source: OMol25; level of theory: the ωB97M-V functional and the def2-TZVPD basis.

Element x y z (Å)
C  -1.6593  0.6442  -2.8288
C  -0.8161  0.7267  -3.9095
C  0.5151  0.1795  -4.0760
C  1.1638  -0.8103  -3.2256
C  0.7623  -1.3081  -2.0142
Tb  0.2411  0.7359  -1.5877
P  -2.6215  0.9090  -0.2598
H  -2.6918  0.9990  -2.9090
H  -1.1941  1.2144  -4.8313
H  0.8796  0.2011  -5.1369
H  1.2532  -2.1247  -1.5245
H  2.0799  -1.1986  -3.7152
H  -3.1320  -0.1751  0.5072
H  -3.8433  1.1513  -0.9548
H  -2.8505  1.9127  0.7380
C  1.6392  -2.3162  3.3375
C  1.0972  -1.1861  2.5842
C  0.7992  0.1070  3.0215
C  0.3954  0.8500  1.9020
N  0.4508  0.0389  0.8059
N  0.8419  -1.1978  1.2682
C  -0.0445  2.2544  1.8647
H  2.5968  -2.0763  3.7979
H  0.9958  -2.6273  4.1578
H  1.8049  -3.1926  2.7205
H  0.8880  0.4692  4.0126
H  0.8929  -2.0141  0.6500
H  -0.9229  2.3800  2.5191
H  0.7813  2.8797  2.2451
H  -0.3023  2.5740  0.8409

Atoms 1-6, force components in eV/Å:
1.05 0.03 0.34
-0.71 -0.12 -1.46
0.07 -0.35 -0.12
0.66 -1.03 -2.00
-0.42 0.73 0.61
-2.02 0.51 0.29

Properties
<S²>: 12.77
Electronic energy in eV: -45327.5547
2S+1: 7
Energy above the lowest of the compared OMol25 structures with the same formula, charge and spin in kJ/mol: 11.70
Kohn-Sham gap (spin up / spin down) in eV: 5.878 / 6.113

=====

6.
5 unconnected molecules or ions with the total composition C47H61F32IN4O10 in a non-equilibrium geometry. Source: OMol25; level of theory: the ωB97M-V functional and the def2-TZVPD basis.

Element x y z (Å)
C  6.8802  -0.7045  1.6053
C  5.5144  -0.7971  0.9212
C  4.9853  -2.2428  0.8653
C  3.4438  -2.3123  0.8444
C  2.9201  -3.6129  0.2138
C  1.5876  -3.5957  -0.5427
C  1.4289  -2.6145  -1.7198
C  0.6339  -3.3518  -2.8053
O  0.4917  -2.6197  -4.0203
C  -0.7347  -2.0022  -4.1944
I  -2.3037  -3.5105  -4.4971
C  -0.6872  -1.0215  -5.3655
C  -0.9406  0.4158  -4.8941
C  -2.4399  0.7521  -4.8466
C  -2.7433  1.8300  -3.8210
O  -2.1019  3.0608  -4.2106
C  -0.9759  3.3714  -3.5702
O  -0.1042  4.0126  -4.0751
O  0.7847  -1.3709  -1.4831
C  -0.2140  -1.1076  -0.4841
C  -1.4692  -1.9770  -0.6167
C  -2.7759  -1.3219  -0.1120
N  -3.9145  -2.1805  -0.4755
N  -2.9899  -0.0634  -0.8288
N  -2.8084  -1.2455  1.3437
C  0.3330  -0.8780  0.9168
C  1.0601  0.3007  1.1312
C  1.5724  0.6054  2.3906
C  1.3536  -0.2634  3.4621
C  0.6317  -1.4379  3.2600
C  0.1262  -1.7396  1.9959
N  2.7832  -2.1983  -2.2107
C  2.9727  -0.7621  -2.4283
C  2.3674  -0.0437  -3.6015
O  3.6378  -0.1662  -1.6373
C  3.4642  -3.0634  -3.0499
C  4.3451  -2.4804  -4.1235
O  3.3881  -4.2643  -2.8868
H  7.1273  0.3313  1.8570
H  7.6696  -1.0530  0.9370
H  6.9189  -1.2800  2.5321
H  5.6233  -0.4380  -0.1031
H  4.7735  -0.1723  1.4282
H  5.3944  -2.7521  -0.0091
H  5.3653  -2.7584  1.7537
H  3.0765  -1.4223  0.3399
H  3.1132  -2.2818  1.8839
H  2.7799  -4.3309  1.0308
H  3.6904  -4.0410  -0.4184
H  0.7623  -3.5151  0.1612
H  1.4926  -4.5939  -0.9822
H  -0.3570  -3.5669  -2.3986
H  1.0864  -4.3142  -3.0324
H  -1.0199  -1.4746  -3.2855
H  0.2671  -1.1331  -5.8839
H  -1.4497  -1.2758  -6.1035
H  -0.5412  0.5426  -3.8833
H  -0.4462  1.1106  -5.5733
H  -3.0315  -0.1261  -4.5718
H  -2.7708  1.1177  -5.8205
H  -3.8122  2.0278  -3.7427
H  -2.3970  1.5182  -2.8293
H  -0.8900  3.0391  -2.5232
H  -0.5550  -0.1142  -0.7970
H  -1.3857  -2.9551  -0.1428
H  -1.6450  -2.0844  -1.6866
H  -3.9269  -2.2928  -1.4851
H  -3.7302  -3.0910  -0.0669
H  -2.6526  0.7328  -0.3060
H  -3.9783  0.0529  -1.0112
H  -2.4371  -0.3628  1.6768
H  -3.7844  -1.2568  1.6246
H  1.2343  0.9763  0.3001
H  2.1330  1.5190  2.5451
H  1.7400  -0.0246  4.4458
H  0.4600  -2.1280  4.0771
H  -0.4476  -2.6483  1.8676
H  3.1009  0.6896  -3.9403
H  1.5048  0.5056  -3.2305
H  2.0870  -0.6854  -4.4296
H  4.9241  -3.2981  -4.5462
H  5.0352  -1.7463  -3.7024
H  3.7501  -2.0188  -4.9092
F  8.4897  -4.8170  0.1694
C  9.3895  -4.0557  -0.4848
F  9.2774  -2.7804  -0.0423
C  9.1204  -4.0568  -1.9945
F  7.9277  -3.4771  -2.2402
F  10.0919  -3.2485  -2.5180
C  9.2314  -5.3870  -2.7560
O  8.0213  -6.0505  -3.0433
C  7.4880  -6.9850  -2.2032
F  8.3099  -7.2840  -1.1803
F  7.3077  -8.1212  -2.9173
C  6.1069  -6.5545  -1.7028
F  6.2271  -5.4086  -1.0066
F  5.6297  -7.5142  -0.8738
H  10.3972  -4.4199  -0.2696
H  9.6189  -5.1050  -3.7337
H  9.9665  -6.0513  -2.3003
H  5.4223  -6.4086  -2.5386
F  0.2434  6.8183  -0.2675
C  0.5845  6.9266  -1.5714
F  1.8212  7.4637  -1.6400
C  -0.3916  7.8447  -2.3109
F  -0.3260  9.0920  -1.7990
F  0.0658  7.8940  -3.5926
C  -1.8513  7.3851  -2.4058
O  -2.7718  7.9482  -1.4907
C  -3.0235  7.3873  -0.2776
F  -2.4000  6.2068  -0.1086
F  -4.3547  7.1506  -0.1976
C  -2.6959  8.3576  0.8638
F  -1.3919  8.6826  0.8514
F  -2.9681  7.7384  2.0422
H  0.5997  5.9342  -2.0314
H  -2.1969  7.7418  -3.3741
H  -1.9228  6.2975  -2.4358
H  -3.2988  9.2626  0.7782
F  -7.8997  -3.2127  1.2809
C  -7.2574  -3.5586  0.1455
F  -8.0995  -3.3512  -0.8934
C  -6.8632  -5.0356  0.1722
F  -7.9649  -5.8104  0.2135
F  -6.2397  -5.2543  -1.0258
C  -5.8628  -5.4781  1.2484
O  -6.3976  -6.0981  2.3971
C  -6.7592  -5.3846  3.5028
F  -6.4507  -4.0805  3.3989
F  -6.0661  -5.8799  4.5549
C  -8.2442  -5.5843  3.8313
F  -9.0066  -5.1504  2.8099
F  -8.5441  -4.8608  4.9321
H  -6.3731  -2.9266  0.0166
H  -5.2763  -6.2610  0.7697
H  -5.1745  -4.6710  1.5040
H  -8.4472  -6.6404  4.0172
F  -4.8711  7.7464  5.2100
C  -3.8558  6.8935  4.9569
F  -4.3771  5.7570  4.4405
C  -3.1074  6.5454  6.2450
F  -3.9289  5.8959  7.0949
F  -2.1298  5.6717  5.8590
C  -2.3850  7.6861  6.9734
O  -3.0506  8.2501  8.0838
C  -3.8967  9.3119  7.9592
F  -3.9327  9.8015  6.7080
F  -3.4382  10.2995  8.7649
C  -5.3029  8.9639  8.4637
F  -5.8211  7.9565  7.7363
F  -6.0947  10.0500  8.3217
H  -3.1811  7.3369  4.2258
H  -1.4994  7.2191  7.4010
H  -2.0387  8.4470  6.2735
H  -5.2615  8.6732  9.5148

Atoms 1-6, force components in eV/Å:
-0.02 0.39 -0.09
0.24 -0.47 0.00
-0.17 0.32 0.19
0.39 -0.23 0.00
-0.08 0.11 0.49
0.15 -0.21 0.09

Properties
Electronic energy in eV: -171224.7541
2S+1: 1
Energy above the lowest of the compared OMol25 structures with the same formula, charge and spin in kJ/mol: 0.00
SMILES: CCCCCC[C@@](CO[C@H](I)CCCCOC=O)(O[C@@H](CC(N)(N)N)c1ccccc1)N(C(C)=O)C(C)=O.FC(F)C(F)(F)COC(F)(F)C(F)F.FC(F)C(F)(F)COC(F)(F)C(F)F.FC(F)C(F)(F)COC(F)(F)C(F)F.FC(F)C(F)(F)COC(F)(F)C(F)F
Kohn-Sham gap in eV: 9.385